Computed, not measured: a gas-phase ion, C15H32N7O3 (charge +1) in a non-equilibrium geometry, with wB97M-V/def2-TZVPD.

```
57
Properties=species:S:1:pos:R:3:forces:R:3
O -4.16310 0.40709 1.57818 0.834 0.355 0.796
O 0.62690 0.21978 2.21110 0.457 0.063 -0.223
O 0.34228 -0.80402 -2.56197 0.071 -0.124 0.077
C -3.40384 0.75614 2.50704 -1.843 0.023 -0.408
C -0.13801 -0.01307 1.29013 0.784 0.176 0.846
C 1.40430 -0.43593 -2.03911 -0.454 0.496 0.725
C -2.89509 -0.73423 -1.72700 1.120 -0.893 0.182
N -3.96679 -0.22692 -1.21990 -2.256 -1.255 2.025
N 2.58380 -0.61396 -2.59295 -0.085 -0.941 -0.289
N 4.81022 0.65866 -0.50632 0.357 0.771 -0.802
N -2.30085 -1.87510 -1.35954 -0.991 -0.877 0.613
N -2.14592 0.33226 2.57879 1.402 0.962 1.735
N 0.12213 0.09630 -0.01840 -0.270 -1.102 -1.300
N -2.28299 -0.01484 -2.60242 2.291 0.077 -2.322
C -3.92339 1.66882 3.63629 0.880 -0.456 -0.810
C 2.79760 -1.26756 -3.88326 -1.169 1.176 -0.324
C 4.69755 1.84237 0.37068 -1.290 0.212 0.089
C -2.70136 -2.66288 -0.17806 -0.007 -1.795 0.012
C 3.41069 1.92112 1.21371 -0.047 -0.948 0.487
C -1.48129 -2.89318 0.72453 -0.282 0.278 0.517
C 2.13641 2.49327 0.59817 0.080 -0.568 0.731
C -1.54517 -1.96619 1.96426 0.915 -0.760 -0.769
C 1.66327 1.80004 -0.67798 0.358 0.377 -0.612
C -1.51409 -0.47209 1.58742 -1.590 -1.060 -0.662
C 1.41696 0.27416 -0.65453 0.343 0.732 1.291
H -4.23904 0.70509 -1.39270 -0.102 0.894 -0.227
H -4.42730 -0.65258 -0.42272 0.153 0.244 -0.070
H 3.38339 -0.32110 -2.08565 0.863 0.496 0.740
H 5.61245 0.88889 -1.11295 -0.484 -0.610 0.245
H 5.08623 -0.14178 0.04500 0.112 -0.106 0.126
H -1.54103 -2.26451 -1.93760 -0.609 0.659 0.469
H -1.57026 0.63206 3.38778 -0.495 -0.344 -0.959
H -0.58935 -0.23069 -0.67935 0.408 0.216 0.490
H -1.38527 -0.34962 -2.96339 -0.155 0.466 0.159
H -2.61753 0.86311 -2.89074 -0.442 0.865 -0.409
H -3.63937 2.71126 3.45202 -0.028 -0.244 0.053
H -3.60618 1.35882 4.62661 0.331 -0.017 0.040
H -4.97768 1.56223 3.59132 -0.993 0.181 -0.006
H 2.56450 -0.46835 -4.61106 0.224 -0.795 -0.250
H 3.82032 -1.56889 -3.97539 0.519 -0.099 0.024
H 2.13505 -2.12681 -4.04744 0.138 0.342 0.242
H 5.49711 1.86075 1.08269 0.737 0.112 0.334
H 4.75760 2.75839 -0.22865 0.138 -0.218 -0.118
H -3.50530 -2.21952 0.42972 0.281 0.330 -0.576
H -3.08650 -3.69717 -0.43220 0.251 1.306 -0.393
H 3.15913 0.90934 1.60988 0.394 0.594 0.044
H 3.67629 2.56534 2.06436 -0.232 -0.316 -0.012
H -0.57998 -2.75077 0.13365 0.250 0.048 0.031
H -1.48564 -3.93812 1.04766 0.091 0.184 0.093
H 1.35574 2.54019 1.38803 0.411 -0.158 -0.540
H 2.39468 3.50945 0.35595 -0.270 0.649 -0.407
H -0.69730 -2.18231 2.61639 -0.035 0.047 0.138
H -2.44326 -2.27915 2.48765 -0.259 0.550 0.231
H 2.44720 1.97877 -1.38918 0.453 0.151 -0.662
H 0.78386 2.35787 -1.02653 -0.021 -0.489 -0.162
H -2.06421 -0.33479 0.65709 -0.458 0.021 0.294
H 2.23142 -0.16542 -0.01913 -0.778 0.124 -0.565
```
Positions in Å, forces in eV/Å.

multiplicity = 1
HOMO = -12.18 eV
SMILES string = CNC(=O)[C@@H](CCCCN)NC(=O)[C@@H](CCCNC(N)=[NH2+])NC(C)=O
ΔE to the lowest compared entry with this formula, charge and spin = 1.6 kcal per mole
net charge = +1